Entry from OMol25: a cluster of 2 separate species, C3H7NO4S in total (ωB97M-V/def2-TZVPD).

**Total charge**: -2
**Total energy**: -23734.32930 eV
**M**: 153.16 g mol⁻¹
**Orbital gap (alpha / beta)**: 5.32 / 5.71 eV
**E_HOMO (alpha / beta)**: 1.28 / 0.89 eV
**LUMO (alpha / beta)**: 6.595 / 6.601 eV

Last column: Löwdin charge in e.
CARTESIAN COORDINATES (ANGSTROEM)
C -0.514 -1.421 -0.362  -0.25
C 1.521 1.691 0.398  -0.26
C -0.776 -0.110 0.086  -0.30
N 1.325 0.783 -0.769  -0.27
O 2.114 -0.219 -0.623  -0.35
O -3.092 -0.357 1.000  -0.42
O -2.690 1.707 -0.120  -0.41
O -2.933 -0.333 -1.407  -0.41
S -2.530 0.286 -0.170  0.29
H -0.983 -1.453 -1.334  0.06
H 0.549 -1.491 -0.481  0.02
H -0.742 -2.221 0.381  0.08
H 0.500 2.313 0.604  0.09
H 1.897 1.179 1.336  0.04
H 2.377 2.451 0.056  0.05
H -0.626 -0.101 1.148  0.05